{
  "formula": "C16H42Hg2O20",
  "method": "ωB97M-V/def2-TZVPD",
  "symbols": ["Hg", "Hg", "C", "O", "O", "O", "C", "O", "O", "O", "C", "C", "O", "O", "H", "H", "H", "H", "H", "H", "C", "C", "O", "O", "H", "H", "H", "H", "H", "H", "C", "C", "O", "O", "H", "H", "H", "H", "H", "H", "C", "C", "O", "O", "H", "H", "H", "H", "H", "H", "C", "C", "O", "O", "H", "H", "H", "H", "H", "H", "C", "C", "O", "O", "H", "H", "H", "H", "H", "H", "C", "C", "O", "O", "H", "H", "H", "H", "H", "H"],
  "coordinates": [[3.123, -1.301, 0.755], [2.302, 3.518, -2.425], [-0.046, 0.917, -0.382], [0.717, 0.559, -1.280], [-0.087, 0.212, 0.599], [-0.079, 2.121, -0.347], [5.357, 1.489, -1.040], [5.481, 2.101, -2.079], [5.655, 0.295, -0.923], [4.617, 1.965, -0.243], [-2.515, 1.602, 4.841], [-1.986, 3.053, 4.511], [-0.677, 3.018, 3.969], [-2.889, 0.864, 3.661], [-3.427, 1.853, 5.382], [-1.804, 1.067, 5.471], [-1.905, 3.631, 5.431], [-2.706, 3.575, 3.881], [-0.662, 2.739, 3.050], [-2.074, 0.841, 3.154], [-0.505, 3.942, -5.974], [0.088, 2.554, -6.072], [1.482, 2.605, -5.922], [-0.012, 4.579, -4.789], [-1.588, 4.058, -5.922], [-0.125, 4.564, -6.785], [-0.151, 2.055, -7.012], [-0.319, 1.909, -5.293], [1.856, 1.725, -5.836], [-0.143, 5.521, -4.919], [-4.396, -4.004, 0.291], [-5.175, -4.821, -0.776], [-6.159, -5.721, -0.180], [-3.344, -4.854, 0.693], [-4.953, -3.516, 1.090], [-3.952, -3.190, -0.283], [-4.609, -5.365, -1.533], [-5.742, -4.123, -1.391], [-6.841, -5.863, -0.840], [-3.760, -5.552, 1.205], [-4.608, 4.446, -1.666], [-5.270, 5.435, -2.700], [-6.558, 5.008, -3.214], [-3.685, 5.106, -0.861], [-4.113, 3.568, -2.079], [-5.336, 3.984, -0.999], [-4.673, 5.691, -3.575], [-5.484, 6.345, -2.139], [-7.252, 5.184, -2.575], [-2.921, 4.530, -0.787], [5.705, 2.141, 4.640], [4.425, 1.298, 5.011], [3.585, 0.885, 3.982], [5.229, 3.308, 3.876], [6.325, 1.631, 3.902], [6.292, 2.528, 5.473], [3.885, 1.849, 5.781], [4.708, 0.327, 5.419], [3.052, 1.674, 3.859], [4.900, 2.936, 3.054], [0.403, -4.039, -3.051], [1.768, -4.685, -2.873], [2.687, -3.769, -2.335], [0.364, -2.980, -3.990], [0.070, -3.629, -2.098], [-0.352, -4.763, -3.354], [2.166, -4.959, -3.850], [1.724, -5.569, -2.236], [3.352, -3.560, -2.995], [0.763, -2.284, -3.463], [2.327, -4.878, 3.314], [3.786, -5.103, 3.075], [4.473, -3.893, 2.701], [1.752, -4.336, 2.157], [2.169, -4.217, 4.166], [1.835, -5.824, 3.543], [3.900, -5.804, 2.248], [4.330, -5.624, 3.862], [5.393, -3.971, 2.965], [0.835, -4.608, 2.074]],
  "lowdin_charge": [0.59, 0.48, -1.00, 0.21, 0.19, 0.22, -1.04, 0.23, 0.20, 0.22, -0.22, -0.23, -0.07, -0.07, 0.11, 0.12, 0.11, 0.12, 0.07, 0.06, -0.23, -0.26, -0.10, -0.16, 0.12, 0.12, 0.12, 0.11, 0.09, 0.08, -0.23, -0.22, -0.09, -0.07, 0.12, 0.11, 0.12, 0.10, 0.07, 0.08, -0.26, -0.19, -0.09, -0.07, 0.11, 0.11, 0.11, 0.11, 0.07, 0.08, -0.17, -0.27, -0.08, -0.10, 0.11, 0.11, 0.12, 0.11, 0.08, 0.06, -0.26, -0.25, -0.09, -0.06, 0.12, 0.12, 0.12, 0.12, 0.09, 0.07, -0.27, -0.24, -0.13, -0.10, 0.12, 0.12, 0.11, 0.12, 0.08, 0.09],
  "e_tot_ev": -66556.582,
  "gap_ev": 3.626,
  "lumo_ha": -0.182
}

{
  "formula": "C4H5NO",
  "method": "ωB97M-V/def2-TZVPD",
  "symbols": ["C", "C", "C", "C", "N", "O", "H", "H", "H", "H", "H"],
  "coordinates": [[0.882, -0.143, -0.161], [-0.800, -0.143, -0.509], [1.768, 0.738, 0.251], [-1.723, 0.331, 0.332], [0.377, -1.347, 0.097], [0.410, -2.383, -0.600], [-0.947, -0.206, -1.579], [2.591, 0.420, 0.878], [1.710, 1.770, -0.063], [-1.617, 0.233, 1.404], [-2.651, 0.730, -0.050]],
  "lowdin_charge": [-0.22, -0.11, 0.06, 0.05, -0.13, -0.05, 0.11, 0.07, 0.06, 0.08, 0.06],
  "de_lowest_ev": 6.4089,
  "e_tot_ev": -7760.118,
  "gap_ev": [7.921, 7.923],
  "lumo_ha": [-0.015, -0.015]
}